{
  "formula": "C6H9BCl3F4N3O5Y",
  "method": "the ωB97M-V functional and the def2-TZVPD basis",
  "elements": ["Y", "N", "C", "C", "O", "N", "C", "C", "O", "O", "H", "H", "H", "H", "H", "H", "F", "B", "F", "F", "F", "N", "H", "H", "H", "Cl", "C", "Cl", "Cl", "C", "O", "O"],
  "xyz": [[0.4622, 0.3594, 0.2726], [-1.2735, 1.4756, -1.0884], [-2.4227, 0.5607, -1.2064], [-2.5855, -0.2703, 0.0830], [-3.7146, -0.5919, 0.4527], [-1.4136, -0.5597, 0.6613], [-1.4558, -1.2299, 1.9586], [-0.2845, -0.7702, 2.8563], [-0.2195, -1.1750, 4.0041], [0.5608, 0.0449, 2.2986], [-1.5532, 2.2962, -0.5622], [-0.9730, 1.8109, -1.9946], [-2.2408, -0.1278, -2.0332], [-3.3650, 1.0803, -1.3870], [-1.3814, -2.3162, 1.8495], [-2.3926, -1.0208, 2.4769], [0.3516, 2.6662, 0.9286], [1.0568, 3.3343, -0.1478], [1.4035, 2.2449, -1.0357], [2.2073, 3.9061, 0.3443], [0.2119, 4.2066, -0.7908], [2.8789, 0.6585, 0.6127], [3.0842, 0.0853, 1.4234], [3.0961, 1.6249, 0.8347], [3.4816, 0.3670, -0.1452], [1.7827, -3.1771, -3.2950], [0.8512, -3.1776, -1.7913], [-0.8854, -3.2682, -2.1560], [1.3111, -4.5648, -0.8146], [1.0976, -1.8251, -1.0451], [0.7890, -0.7880, -1.6781], [1.5345, -1.8593, 0.1142]],
  "mulliken_charge": [1.11, -0.42, -0.51, 0.36, -0.75, 0.06, -0.68, 0.57, -0.73, -0.71, 0.26, 0.23, 0.23, 0.35, 0.25, 0.43, -0.36, 0.53, -0.33, -0.36, -0.35, -0.68, 0.26, 0.26, 0.26, -0.16, 0.61, -0.14, -0.14, 0.75, -0.62, -0.57],
  "max_force_ev_per_a": 3.49,
  "spin_multiplicity": 1,
  "orbital_gap_ev": 8.325,
  "e_tot_ha": -2618.35994,
  "relative_energy_ev": 0.6399,
  "charge": -1
}

---

{
  "formula": "C33H29GeN5O2SV",
  "method": "the ωB97M-V functional and the def2-TZVPD basis",
  "elements": ["V", "N", "C", "C", "C", "C", "C", "C", "S", "O", "O", "N", "C", "N", "C", "C", "C", "N", "H", "H", "H", "H", "H", "H", "H", "H", "H", "C", "C", "C", "N", "C", "C", "H", "H", "H", "H", "H", "C", "C", "C", "C", "C", "C", "Ge", "C", "C", "C", "C", "C", "C", "C", "C", "C", "C", "C", "C", "H", "H", "H", "H", "H", "H", "H", "H", "H", "H", "H", "H", "H", "H", "H"],
  "xyz": [[0.7228, 0.2112, -1.4533], [5.3039, 2.6279, 3.6930], [4.5021, 1.7905, 3.0070], [3.7646, 0.7921, 3.6786], [2.9554, -0.0646, 2.9804], [2.8552, 0.0525, 1.5879], [3.5755, 1.0386, 0.9051], [4.3841, 1.8980, 1.6040], [1.8305, -1.0410, 0.7580], [1.7101, -2.2887, 1.4181], [2.2164, -1.0492, -0.6713], [0.3077, -0.3003, 0.6035], [0.2139, 1.0631, 0.9878], [0.3129, 1.8757, -0.0733], [0.2732, 3.1914, 0.1635], [0.1010, 3.6648, 1.4475], [-0.0088, 2.7243, 2.4663], [0.0559, 1.4100, 2.2397], [5.4550, 2.5051, 4.6786], [5.8957, 3.2850, 3.2168], [3.8588, 0.6910, 4.7520], [2.4090, -0.8417, 3.4980], [3.5280, 1.1059, -0.1744], [4.9638, 2.6449, 1.0770], [0.3698, 3.8508, -0.6897], [0.0596, 4.7243, 1.6516], [-0.1507, 3.0272, 3.4965], [0.9463, 1.9993, -6.0439], [-0.0852, 2.4036, -5.2158], [-0.1220, 1.9261, -3.9213], [0.8023, 1.0898, -3.4290], [1.8013, 0.7058, -4.2371], [1.9084, 1.1349, -5.5444], [1.0039, 2.3557, -7.0638], [-0.8516, 3.0828, -5.5620], [-0.9122, 2.2263, -3.2447], [2.5295, 0.0192, -3.8216], [2.7333, 0.7971, -6.1554], [-1.2764, -1.6273, -4.3437], [-0.2739, -2.2084, -3.5769], [-0.3212, -2.1252, -2.1876], [-1.3566, -1.4155, -1.5457], [-2.3432, -0.8210, -2.3353], [-2.3114, -0.9463, -3.7218], [-1.4306, -1.3216, 0.4089], [-1.2816, -2.9891, 1.3169], [-1.0147, -3.0315, 2.6857], [-0.9646, -4.2491, 3.3412], [-1.1840, -5.4264, 2.6347], [-1.4530, -5.3898, 1.2749], [-1.5004, -4.1713, 0.6124], [-2.7085, -0.0558, 1.0890], [-3.3851, -0.3878, 2.2628], [-4.3051, 0.4927, 2.8168], [-4.5628, 1.7067, 2.1992], [-3.9092, 2.0410, 1.0185], [-2.9919, 1.1629, 0.4651], [-1.2602, -1.7251, -5.4216], [0.5159, -2.7774, -4.0510], [0.4094, -2.6771, -1.6090], [-3.1824, -0.3214, -1.8678], [-3.1099, -0.5194, -4.3159], [-0.8326, -2.1177, 3.2404], [-0.7522, -4.2851, 4.4012], [-1.1458, -6.3769, 3.1497], [-1.6275, -6.3078, 0.7303], [-1.7179, -4.1508, -0.4496], [-3.1989, -1.3360, 2.7514], [-4.8241, 0.2255, 3.7274], [-5.2854, 2.3885, 2.6274], [-4.1283, 2.9794, 0.5252], [-2.5054, 1.4349, -0.4630]],
  "mulliken_charge": [0.94, -0.45, 1.04, -0.89, -0.41, -0.07, -0.58, -0.98, 1.82, -0.64, -0.85, 0.74, -0.11, -0.30, -0.31, -0.95, -0.50, -0.30, 0.21, 0.21, 0.36, 0.50, 0.51, 0.37, 0.59, 0.53, 0.55, -0.23, -0.88, -0.04, 0.10, -0.21, -0.92, 0.44, 0.46, 0.40, 0.48, 0.46, -0.57, -0.87, 0.06, -0.37, -0.29, -0.87, 1.88, 0.00, 0.17, -0.90, -0.60, -0.70, -0.51, -0.04, -0.27, -0.77, -0.63, -1.12, 0.58, 0.50, 0.53, 0.43, 0.54, 0.49, 0.50, 0.44, 0.42, 0.44, 0.37, 0.39, 0.45, 0.43, 0.47, 0.35],
  "max_force_ev_per_a": 0.95,
  "spin_multiplicity": 4,
  "orbital_gap_ev": [7.669, 7.723],
  "s_squared": 3.7582,
  "e_tot_ha": -5117.85937,
  "relative_energy_ev": 0.0000,
  "charge": 2
}

---

{
  "formula": "C11H22F3NO4",
  "method": "the ωB97M-V functional and the def2-TZVPD basis",
  "elements": ["C", "C", "C", "O", "C", "C", "N", "C", "C", "O", "H", "H", "H", "H", "H", "H", "H", "H", "H", "H", "H", "H", "H", "H", "H", "H", "C", "C", "O", "C", "O", "C", "F", "F", "F", "H", "H", "H", "H", "H", "H"],
  "xyz": [[-1.9042, -1.4383, -2.7979], [-0.5492, -0.9526, -2.2649], [-0.2059, 0.4622, -2.7341], [1.1546, 0.7987, -2.4543], [1.4375, 1.6997, -1.4550], [0.9392, 3.1458, -1.6788], [-0.4489, 3.3987, -1.1321], [-0.6848, 2.8286, 0.2659], [0.5816, 2.1454, 0.7380], [0.9541, 1.1949, -0.2303], [-1.8105, -2.3706, -3.3557], [-2.6165, -1.6085, -1.9889], [-2.3646, -0.7002, -3.4695], [0.2564, -1.6259, -2.5700], [-0.5405, -0.9136, -1.1737], [-0.8906, 1.1384, -2.1974], [-0.3593, 0.6098, -3.8075], [2.5334, 1.7508, -1.4279], [1.5971, 3.8529, -1.1700], [0.9398, 3.3809, -2.7456], [-0.6137, 4.4022, -1.1339], [-1.1293, 2.9932, -1.7702], [-1.0285, 3.6265, 0.9256], [-1.4702, 2.0737, 0.1714], [1.3945, 2.8517, 0.9491], [0.3636, 1.6021, 1.6622], [1.1473, -1.6224, 0.9284], [0.1954, -0.9843, 1.9378], [-0.8338, -1.7926, 2.4136], [-0.5106, -2.4883, 3.7072], [0.1801, -1.8090, 4.5456], [0.1580, -3.8552, 3.3546], [-0.3470, -4.4701, 2.2492], [-0.0434, -4.7224, 4.3719], [1.4908, -3.8041, 3.1696], [0.5818, -2.2393, 0.2278], [1.6350, -0.8202, 0.3741], [1.9267, -2.2358, 1.3729], [-0.3163, -0.1525, 1.4145], [0.7472, -0.5508, 2.7830], [-1.5464, -2.7995, 3.9953]],
  "mulliken_charge": [-1.37, 0.42, -0.40, -0.38, 0.33, -0.96, -0.01, -0.61, -0.55, -0.09, 0.32, 0.35, 0.37, 0.49, -0.51, -0.02, 0.38, 0.25, 0.45, 0.39, 0.41, 0.38, 0.46, 0.32, 0.20, 0.41, -0.99, 0.34, -0.41, 0.03, -0.85, 0.77, -0.30, -0.29, -0.28, 0.20, 0.16, 0.47, -0.33, 0.28, 0.19],
  "max_force_ev_per_a": 0.46,
  "spin_multiplicity": 1,
  "orbital_gap_ev": 4.110,
  "e_tot_ha": -1087.47793,
  "relative_energy_ev": 1.1117
}